33
Properties=species:S:1:pos:R:3 method="wB97M-V/def2-TZVPD" spin_multiplicity=1 de_lowest_kj_mol=1310.3 e_tot_ha=-24348.806489 gap_ha=0.2938 charge=0 lumo_energy_ha=-0.021
C 1.10 0.39 -0.26
C 0.90 -1.11 -0.53
C 1.28 -1.92 0.75
F 1.19 -3.22 0.75
F 2.48 -1.63 1.34
F -0.39 -1.15 -0.77
F 1.57 -1.48 -1.55
O 0.22 0.89 0.70
C 0.19 2.28 0.88
C -1.01 2.63 1.79
F -1.24 3.84 2.23
F -2.18 2.08 1.41
F 1.39 2.78 1.20
F 0.00 2.70 -0.31
H 0.98 1.07 -1.10
H 2.14 0.34 0.08
H 0.58 -1.61 1.52
H -0.81 2.11 2.73
C 0.93 2.75 -2.97
Br 1.73 2.27 -4.70
Br -0.96 3.26 -3.15
Br 1.79 4.14 -1.94
H 0.78 1.88 -2.32
C 0.13 -3.78 -0.88
Br 0.81 -4.47 -2.54
Br -0.09 -5.17 0.54
Br -1.49 -2.68 -1.18
H 0.97 -3.14 -0.64
C -2.67 -0.77 1.66
Br -0.82 -1.45 1.94
Br -2.98 0.66 3.09
Br -3.93 -2.29 1.52
H -2.61 -0.21 0.73


19
Properties=species:S:1:pos:R:3 method="wB97M-V/def2-TZVPD" spin_multiplicity=1 e_tot_ha=-3046.833332 gap_ha="0.2379 / 0.2462" charge=+1 lumo_energy_ha="-0.208 / -0.187"
C 2.24 1.44 1.03
C 0.43 2.40 2.04
C 1.30 0.58 0.25
C -0.02 0.74 0.63
C 1.79 -0.20 -0.78
C -1.08 -1.09 -0.86
C -2.21 -0.46 0.00
C -0.85 -2.06 -1.86
N 1.70 2.33 1.83
N -0.45 1.56 1.53
N -0.80 -0.20 0.02
Br 2.77 -1.68 -1.16
H 3.27 1.45 0.92
H -0.04 3.18 2.57
H -2.92 0.26 -0.45
H -2.55 -1.14 0.79
H 0.15 -2.37 -2.05
H -1.31 -1.83 -2.83
H -1.43 -2.91 -1.62


18
Properties=species:S:1:pos:R:3 method="wB97M-V/def2-TZVPD" spin_multiplicity=1 de_lowest_kj_mol=0.0 e_tot_ha=-3356.339468 gap_ha="0.2477 / 0.2613" charge=0 lumo_energy_ha="-0.008 / -0.017"
C -1.69 0.17 -1.07
C -1.36 1.46 -0.80
C -0.98 -0.87 -0.45
C -0.33 1.70 0.17
C 0.22 -0.65 0.37
C 0.59 0.69 0.55
C 0.77 -1.63 1.14
C 3.24 1.37 0.29
O 0.46 -2.94 0.98
S 1.97 1.42 1.44
Br 3.46 -0.20 -0.77
H -2.57 0.09 -1.68
H -2.09 2.13 -1.25
H -1.40 -1.92 -0.46
H -0.13 2.75 0.51
H 1.62 -1.32 1.90
H 4.22 1.88 0.57
H -0.26 -3.14 0.34


24
Properties=species:S:1:pos:R:3 method="wB97M-V/def2-TZVPD" spin_multiplicity=1 smiles="O=C1O[C@@H]2[C@@H](O[C@@H]3O[C@@H](C(Cl)(Cl)Cl)O[C@@H]32)[C@H]1O" de_lowest_kj_mol=0.0 e_tot_ha=-2141.018803 gap_ha=0.3862 charge=0 lumo_energy_ha=0.010
O -0.72 0.65 -2.58
C -0.30 0.02 -1.61
O 0.96 -0.23 -1.30
C 1.07 -0.99 -0.05
C -0.31 -1.40 0.36
O -0.39 -0.99 1.73
C 0.50 0.14 1.98
O 0.15 1.42 1.51
C 1.22 1.99 0.69
C 1.75 3.24 1.48
Cl 3.34 3.64 0.82
Cl 1.88 2.95 3.22
Cl 0.78 4.68 1.14
O 2.19 1.03 0.66
C 1.66 -0.21 1.06
C -1.20 -0.59 -0.56
O -1.94 0.44 0.17
H 1.71 -1.88 -0.32
H -0.43 -2.46 0.37
H 0.73 -0.03 3.03
H 0.90 2.37 -0.29
H 2.45 -0.85 1.53
H -1.93 -1.26 -1.02
H -1.36 1.03 0.68


27
Properties=species:S:1:pos:R:3 method="wB97M-V/def2-TZVPD" spin_multiplicity=1 e_tot_ha=-1183.249188 gap_ha=0.2333 charge=-1 lumo_energy_ha=0.074
C -2.63 0.63 2.26
N -1.68 -0.04 1.44
C -0.60 -0.45 2.16
C 0.74 0.37 1.96
F 0.78 1.21 0.90
F 0.90 1.15 3.08
F 1.80 -0.47 1.87
O -0.51 -1.35 2.99
H -2.36 1.70 2.27
H -3.66 0.53 1.89
H -2.56 0.27 3.30
C -5.89 -2.85 1.38
O -6.12 -2.05 0.19
C -5.02 -1.48 -0.31
N -5.22 -0.88 -1.49
C -4.13 -0.44 -2.07
N -3.97 0.00 -3.38
O -2.61 0.14 -3.56
N -1.88 -0.24 -2.30
O -0.67 -0.19 -2.30
C -2.85 -0.55 -1.39
C -2.74 -1.18 -0.14
N -3.89 -1.58 0.42
H -6.91 -3.02 1.73
H -5.41 -3.80 1.13
H -5.29 -2.31 2.13
H -1.74 -1.48 0.19


22
Properties=species:S:1:pos:R:3 method="wB97M-V/def2-TZVPD" spin_multiplicity=1 de_lowest_kj_mol=447.2 e_tot_ha=-1505.853361 gap_ha="0.1623 / 0.1424" charge=0 lumo_energy_ha="-0.126 / -0.133"
C -1.21 0.96 -1.41
C -1.96 1.48 -0.43
C 0.79 1.65 -0.22
C -0.01 2.11 0.71
C 0.13 0.46 -0.83
C -1.12 1.10 0.76
C -0.49 -0.20 0.42
C 0.31 -1.67 2.72
O 1.50 -1.88 0.26
O 1.85 0.12 1.65
O 1.75 -2.41 -2.52
O 0.84 -0.24 -1.73
F -0.67 -1.66 -3.04
S 1.00 -0.95 1.29
S 0.63 -1.92 -1.86
H -1.54 1.01 -2.42
H -2.79 2.10 -0.46
H 1.68 2.22 -0.53
H -0.18 2.99 1.31
H -1.25 -1.22 0.22
H 1.01 -1.50 3.53
H -0.26 -2.54 2.57